No. 1
# C17H16ClEuF6N4O10PS2

A molecular structure, C17H16ClEuF6N4O10PS2 at a distorted geometry (wB97M-V/def2-TZVPD, the OMol25 dataset).

Structure (XYZ):
```
58
Properties=species:S:1:pos:R:3:mulliken_spin:R:1
Eu -0.765 -0.265 -0.373 6.02
F -4.336 -4.483 0.675 0.00
C -4.019 -3.677 -0.318 0.00
F -5.113 -3.219 -0.889 0.00
F -3.322 -4.366 -1.220 0.00
S -2.991 -2.225 0.294 0.00
O -2.701 -1.398 -0.863 0.00
O -1.780 -2.707 0.887 0.00
N -4.001 -1.511 1.268 0.00
S -3.409 -0.102 1.610 0.00
O -3.912 0.554 2.751 0.00
O -1.965 -0.141 1.428 0.00
C -3.915 0.995 0.109 0.00
F -4.739 0.392 -0.726 0.00
F -4.432 2.158 0.462 0.00
F -2.756 1.282 -0.592 0.00
O 2.515 6.027 2.860 0.00
N 3.299 5.151 2.594 0.00
O 4.487 5.206 2.786 0.00
C 2.801 3.904 1.998 0.00
C 3.746 3.066 1.491 0.00
C 3.400 1.801 0.946 0.00
C 4.374 0.915 0.454 0.00
C 3.977 -0.334 0.043 0.00
C 2.621 -0.665 0.111 0.00
N 1.662 0.170 0.491 0.00
C 2.041 1.402 0.910 0.00
C 1.028 2.327 1.366 0.00
N -0.260 1.943 1.247 0.01
C -1.198 2.744 1.722 0.00
C -0.925 3.961 2.348 0.00
C 0.378 4.378 2.460 0.00
C 1.407 3.566 1.950 0.00
H 4.784 3.369 1.536 0.00
H 5.408 1.222 0.417 0.00
H 4.695 -1.052 -0.324 0.00
H 2.305 -1.665 -0.159 0.00
H -2.226 2.408 1.657 0.00
H -1.730 4.558 2.746 0.00
H 0.620 5.316 2.932 0.00
C -0.737 -2.897 -3.019 0.00
P 0.231 -2.760 -1.458 0.00
C 0.059 -4.436 -0.712 0.00
C 1.901 -3.019 -2.207 0.00
H -0.672 -3.905 -3.434 0.00
H -0.306 -2.188 -3.726 0.00
H -1.779 -2.619 -2.870 0.00
H 0.415 -5.189 -1.414 0.00
H -0.966 -4.657 -0.435 0.00
H 0.663 -4.481 0.194 0.00
H 1.829 -3.812 -2.950 0.00
H 2.629 -3.330 -1.461 0.00
H 2.236 -2.099 -2.681 0.00
O -1.302 0.117 -2.652 0.00
Cl -0.114 0.904 -2.627 0.00
O -0.222 1.796 -1.513 0.00
O 0.114 1.561 -3.823 0.00
O 0.967 0.011 -2.299 0.00
```

Calculated values
LUMO (alpha / beta) (eV): -4.84 / -3.94
Spin multiplicity: 7
Gap between HOMO and LUMO (alpha / beta) (eV): 7.643 / 8.544
Net charge: +1


No. 2
# C5H11N2O4S

A molecular structure, C5H11N2O4S at a distorted geometry (wB97M-V/def2-TZVPD, the OMol25 dataset).

Structure (XYZ):
```
23
Properties=species:S:1:pos:R:3:lowdin_charge:R:1
C -2.133 -0.969 -2.103 -0.66
C -1.081 0.891 1.745 -0.02
C 1.308 -0.262 1.303 -0.04
C 0.669 2.072 0.588 -0.06
C 0.138 0.669 0.814 -0.62
N 0.591 -2.291 -0.988 -0.05
N -0.360 0.087 -0.376 -0.16
O -2.692 0.078 -2.164 0.08
O -2.274 -2.074 -1.719 0.07
O 1.844 -0.200 -1.747 -0.34
O -0.436 -0.705 -2.638 -0.31
S 0.470 -0.595 -1.394 0.60
H -1.353 0.066 2.267 0.04
H -0.972 1.669 2.444 0.06
H -1.841 1.043 1.014 0.08
H 2.132 -0.010 0.690 0.05
H 1.037 -1.195 1.123 0.00
H 1.582 -0.234 2.313 0.06
H 1.498 1.971 -0.120 0.09
H -0.024 2.591 0.034 0.05
H 0.714 2.686 1.420 0.05
H -0.270 -2.803 -1.167 0.04
H 1.456 -2.484 -1.339 -0.01
```

Calculated values
LUMO (eV): 3.53
Gap between HOMO and LUMO (eV): 8.613
Net charge: -1


No. 3
# C6H10S

A single C6H10S molecule at a distorted geometry (wB97M-V/def2-TZVPD, the OMol25 dataset).

Structure (XYZ):
```
17
Properties=species:S:1:pos:R:3:lowdin_charge:R:1
C 1.990 0.591 0.133 -0.10
C 1.369 -0.741 -0.459 -0.35
C 0.327 -1.190 0.394 -0.59
C -1.035 -0.611 0.450 -0.70
C -1.311 0.472 -0.349 -0.31
C -2.377 1.209 -0.046 -0.01
H 3.138 0.750 -0.177 0.09
H 1.161 1.538 -0.305 0.15
H 1.931 0.268 1.319 0.11
H 2.048 -1.438 -0.894 0.10
H 0.740 -0.275 -1.338 0.10
H 0.862 -1.493 1.276 0.11
H -1.439 -0.488 1.431 0.11
H -0.656 0.699 -1.304 0.14
H -3.169 0.724 0.787 0.14
H -2.518 2.202 -0.693 0.10
S -1.062 -2.217 -0.221 0.92
```

Calculated values
LUMO (eV): 0.91
Gap between HOMO and LUMO (eV): 9.779


No. 4
# C11H20N2O3

A single C11H20N2O3 molecule (wB97M-V/def2-TZVPD, the OMol25 dataset).

Structure (XYZ):
```
36
Properties=species:S:1:pos:R:3:lowdin_charge:R:1
C -0.202 -2.501 0.380 -0.08
H -1.066 -3.014 0.792 0.06
H 0.330 -2.011 1.191 0.07
H 0.454 -3.247 -0.063 0.07
C -0.605 -1.485 -0.683 -0.26
N -1.223 -0.297 -0.107 -0.22
C -1.355 0.785 -1.073 -0.20
C -1.451 2.168 -0.409 -0.15
H -2.468 2.367 -0.071 0.10
C -0.497 2.318 0.789 -0.17
N 0.750 1.626 0.579 0.06
C 1.868 2.236 0.135 -0.49
O 1.987 3.441 0.030 0.07
C 2.988 1.308 -0.199 0.06
C 3.192 0.107 0.340 0.01
C 4.350 -0.718 -0.049 -0.54
O 5.179 -0.431 -0.873 0.11
O 4.378 -1.877 0.631 0.10
H 5.148 -2.403 0.365 0.13
H 2.550 -0.329 1.091 0.11
H 3.707 1.697 -0.909 0.13
H 0.647 0.623 0.512 0.10
H -0.269 3.372 0.956 0.12
H -0.959 1.902 1.687 0.12
H -1.204 2.911 -1.167 0.11
H -0.459 0.772 -1.700 0.12
H -2.217 0.651 -1.744 0.12
C -2.442 -0.556 0.645 -0.24
H -2.804 0.406 1.012 0.11
C -3.579 -1.256 -0.108 -0.07
H -4.452 -1.316 0.537 0.07
H -3.300 -2.266 -0.397 0.06
H -3.855 -0.702 -1.002 0.07
H -2.170 -1.156 1.518 0.11
H -1.251 -1.972 -1.432 0.12
H 0.299 -1.154 -1.205 0.11
```

Calculated values
LUMO (eV): -0.03
Gap between HOMO and LUMO (eV): 8.852


No. 5
# C3H5Cl2N

A single C3H5Cl2N molecule at a distorted geometry (wB97M-V/def2-TZVPD, the OMol25 dataset).

Structure (XYZ):
```
11
Properties=species:S:1:pos:R:3:lowdin_charge:R:1
C 0.706 1.182 -0.463 -0.59
C 0.380 0.168 0.695 -0.20
C -0.503 -1.052 0.281 -0.27
N -1.447 -0.898 -0.551 -0.45
Cl 1.996 0.593 -1.533 0.54
Cl -2.499 -2.188 -0.728 0.58
H -0.132 1.276 -1.058 0.02
H 0.945 2.250 -0.254 0.08
H 1.288 -0.080 1.319 0.12
H -0.289 0.649 1.318 0.07
H -0.445 -1.900 0.972 0.10
```

Calculated values
LUMO (eV): 0.76
Gap between HOMO and LUMO (eV): 11.063


No. 6
# C35H40N3O8

6 unconnected molecules or ions with the total composition C35H40N3O8 at a distorted geometry (wB97M-V/def2-TZVPD, the OMol25 dataset).

Structure (XYZ):
```
86
Properties=species:S:1:pos:R:3:lowdin_charge:R:1
C -1.478 -2.420 -5.246 0.00
C -1.807 -1.223 -4.273 -0.11
N -0.717 -1.029 -3.302 -0.05
C 0.635 -1.326 -3.480 -0.04
C 1.323 -1.059 -2.354 0.00
N 0.354 -0.736 -1.413 -0.08
C -0.779 -0.646 -1.999 -0.06
C 0.728 -0.263 -0.079 0.06
H -0.725 -2.024 -5.830 0.05
H -2.426 -2.699 -5.737 0.11
H -1.156 -3.141 -4.652 0.03
H -2.715 -1.207 -3.782 0.10
H -1.571 -0.234 -4.603 0.11
H 0.935 -1.730 -4.415 0.12
H 2.386 -0.865 -2.154 0.16
H -1.807 -0.181 -1.598 0.21
H -0.259 0.148 0.328 0.14
H 1.551 0.146 0.009 -0.01
H 1.193 -1.295 0.454 0.16
N 1.705 1.780 -4.092 0.05
C 2.232 2.893 -3.605 -0.15
C 2.132 4.126 -4.239 -0.01
C 1.471 4.145 -5.457 -0.02
C 0.867 2.958 -5.959 -0.03
C 0.948 1.719 -5.240 -0.09
H 2.701 2.946 -2.678 0.08
H 2.316 4.920 -3.871 0.01
H 1.181 5.037 -5.928 0.10
H 0.299 2.766 -6.806 0.07
H 0.431 0.847 -5.464 0.06
C -0.632 -0.845 3.217 0.04
C -0.811 0.638 3.633 0.09
C 0.373 1.343 4.057 -0.35
C 1.579 0.719 3.896 -0.08
C 1.831 -0.564 3.396 -0.03
C 0.706 -1.401 3.157 -0.38
O 0.778 -2.661 2.725 -0.01
O 0.372 2.580 4.528 0.11
H -1.589 -1.214 3.075 0.06
H -1.714 0.939 3.459 0.02
H 2.611 1.216 4.276 0.17
H 3.032 -0.973 3.356 0.19
H 0.017 -3.292 2.418 0.18
H 1.077 2.837 4.919 0.01
C 5.338 -3.781 2.733 0.00
C 4.813 -3.189 1.481 0.00
C 3.839 -3.841 0.828 -0.45
C 3.531 -5.187 1.148 -0.01
C 4.109 -5.829 2.291 0.05
C 5.094 -5.066 3.104 -0.37
O 5.736 -5.662 4.041 0.16
O 3.189 -3.307 -0.170 0.03
H 6.093 -3.243 3.317 0.12
H 5.083 -2.134 1.350 0.12
H 2.792 -5.816 0.389 0.17
H 3.881 -6.785 2.578 0.07
H 6.559 -5.535 3.965 0.01
H 2.250 -3.549 -0.304 0.11
C -0.223 3.810 1.678 0.06
C -1.638 3.966 1.034 0.04
C -1.688 3.673 -0.356 -0.36
C -0.585 3.202 -1.157 0.02
C 0.567 3.046 -0.410 -0.09
C 0.841 3.406 0.827 -0.37
O 2.023 3.064 1.443 0.01
O -2.780 3.866 -1.132 -0.02
H -0.254 3.834 2.728 0.07
H -2.492 4.320 1.649 0.11
H -0.552 2.943 -2.117 0.06
H 1.515 2.562 -0.902 0.14
H 1.957 3.423 2.387 0.13
H -3.605 4.241 -0.558 0.19
C -5.484 -1.151 1.484 0.05
C -6.484 -0.247 2.141 0.08
C -6.148 1.107 2.408 -0.31
C -4.940 1.509 1.939 -0.03
C -4.031 0.684 1.238 -0.03
C -4.253 -0.678 1.080 -0.28
O -3.105 -1.362 0.512 -0.05
O -7.007 1.795 3.228 0.14
H -5.727 -2.020 1.413 0.01
H -7.207 -0.700 2.632 0.06
H -4.841 2.712 2.141 0.17
H -3.214 1.201 0.680 0.11
H -3.123 -2.330 0.784 0.13
H -7.405 1.374 3.811 -0.03
```

Calculated values
LUMO (eV): -2.38
Gap between HOMO and LUMO (eV): 7.602
Net charge: +1


No. 7
# C22H30BrF4N4O3

2 unconnected molecules or ions with the total composition C22H30BrF4N4O3 at a distorted geometry (wB97M-V/def2-TZVPD, the OMol25 dataset).

Structure (XYZ):
```
64
Properties=species:S:1:pos:R:3:lowdin_charge:R:1
N -1.958 1.143 -0.885 0.17
C -2.240 0.045 -1.314 -0.14
C -2.649 -1.463 -1.800 -0.27
C -4.124 -1.710 -1.213 -0.13
C -4.546 -0.864 0.085 -0.19
C -5.352 0.517 -0.256 -0.17
C -6.758 0.273 -0.986 -0.27
O -7.615 -0.601 -0.209 -0.10
C -2.745 -1.312 -3.397 -0.12
C -3.482 -2.453 -4.213 -0.67
O -4.595 -2.983 -4.011 -0.01
Br -2.547 -3.109 -5.880 0.66
C -1.470 -2.386 -1.226 -0.18
C -1.699 -2.533 0.379 -0.12
N -1.807 -2.573 1.584 0.19
C -0.029 -1.645 -1.432 -0.07
C 0.714 -0.946 -0.217 0.02
C 2.101 -0.260 -0.483 -0.03
C 2.621 -0.332 -1.957 -0.12
N 1.977 -0.928 -3.085 0.03
C 0.721 -1.555 -2.799 -0.05
C -1.366 -3.888 -1.750 -0.25
F -0.210 -4.448 -1.058 0.04
F -1.066 -4.054 -3.135 0.04
C -2.584 -4.875 -1.406 -0.12
F -3.384 -5.231 -2.561 0.01
F -1.990 -6.138 -0.992 0.00
H -4.392 -2.808 -1.004 0.12
H -4.858 -1.379 -2.051 0.11
H -3.708 -0.706 0.860 0.10
H -5.336 -1.513 0.641 0.12
H -4.698 1.216 -0.895 0.10
H -5.497 1.050 0.756 0.12
H -6.586 -0.112 -2.070 0.12
H -7.268 1.312 -1.099 0.13
H -8.176 -1.076 -0.869 0.10
H -1.727 -1.103 -3.915 0.11
H -3.348 -0.333 -3.581 0.16
H 0.300 -0.879 0.841 0.09
H 2.685 0.262 0.364 0.07
H 3.628 0.204 -2.159 0.10
H 0.185 -2.021 -3.715 0.11
H -3.258 -4.568 -0.540 0.16
C 6.561 2.901 2.353 0.02
N 5.390 3.709 2.888 -0.35
C 5.365 5.039 2.156 0.01
C 5.589 3.967 4.362 0.02
C 4.052 2.997 2.614 -0.08
C 3.879 1.648 3.317 -0.22
O 4.877 0.724 2.910 -0.07
H 7.440 3.550 2.331 0.11
H 6.763 2.069 3.025 0.10
H 6.321 2.559 1.346 0.12
H 6.307 5.557 2.344 0.11
H 4.528 5.627 2.536 0.11
H 5.244 4.843 1.089 0.12
H 5.678 3.013 4.882 0.11
H 4.731 4.530 4.733 0.12
H 6.509 4.542 4.490 0.12
H 3.995 2.864 1.530 0.14
H 3.260 3.682 2.932 0.14
H 2.902 1.232 3.052 0.13
H 3.913 1.756 4.405 0.12
H 4.718 -0.108 3.382 0.12
```

Calculated values
LUMO (eV): -2.75
Gap between HOMO and LUMO (eV): 8.834
Net charge: +1


No. 8
# C3H4S

A single C3H4S molecule at a distorted geometry (wB97M-V/def2-TZVPD, the OMol25 dataset).

Structure (XYZ):
```
8
Properties=species:S:1:pos:R:3:lowdin_charge:R:1
C 0.575 0.502 0.378 -0.56
C -0.942 1.163 -0.085 0.10
C 1.059 -0.793 0.078 -0.50
S 2.226 0.553 -0.112 0.85
H -1.123 2.215 -0.155 0.00
H -1.599 0.364 0.037 -0.02
H 1.251 -1.530 0.759 0.03
H 0.598 -1.247 -0.832 0.10
```

Calculated values
LUMO (alpha / beta) (eV): -0.10 / -0.09
Gap between HOMO and LUMO (alpha / beta) (eV): 7.898 / 8.466


No. 9
# C3H3N3O

A single C3H3N3O molecule at a distorted geometry (wB97M-V/def2-TZVPD, the OMol25 dataset).

Structure (XYZ):
```
10
Properties=species:S:1:pos:R:3:lowdin_charge:R:1
C -1.291 -0.201 -0.604 -0.56
C 0.649 0.779 0.997 -0.14
C 1.159 -0.087 0.003 -0.04
H 1.222 1.022 1.892 0.10
H 2.071 -0.761 0.065 0.15
H 0.135 -1.138 -1.614 0.23
N -1.492 0.512 0.386 0.07
N -0.634 1.064 1.077 0.04
N 0.154 -0.296 -0.834 0.11
O -1.974 -0.894 -1.368 0.04
```

Calculated values
LUMO (eV): -0.97
Gap between HOMO and LUMO (eV): 8.148


No. 10
# C4H10O2S

2 unconnected molecules or ions with the total composition C4H10O2S at a distorted geometry (wB97M-V/def2-TZVPD, the OMol25 dataset).

Structure (XYZ):
```
17
Properties=species:S:1:pos:R:3:lowdin_charge:R:1
O 0.122 2.726 1.456 0.06
C -0.807 2.388 0.771 -0.30
C -1.338 0.975 0.872 -0.22
C -0.396 -0.052 0.300 -0.33
C -0.869 -1.462 0.565 -0.44
S 0.505 -2.920 0.139 0.57
H -1.426 3.153 0.106 0.15
H -2.468 0.868 0.257 0.18
H -1.698 0.842 1.939 0.13
H -0.308 0.122 -0.869 0.15
H 0.625 0.031 0.694 0.11
H -1.709 -1.802 -0.054 0.06
H -0.961 -1.708 1.669 0.08
H 0.574 -2.390 -1.097 -0.19
H 2.781 1.252 -3.400 0.09
H 1.228 0.820 -3.270 0.04
O 1.845 1.580 -3.111 -0.13
```

Calculated values
LUMO (eV): 0.42
Gap between HOMO and LUMO (eV): 9.707


No. 11
# C5H10O2

A single C5H10O2 molecule (wB97M-V/def2-TZVPD, the OMol25 dataset).

Structure (XYZ):
```
17
Properties=species:S:1:pos:R:3:lowdin_charge:R:1
C 2.599 -0.280 0.406 -0.10
O 1.444 0.278 -0.168 -0.19
C 0.299 -0.488 0.085 -0.25
C -0.908 0.167 -0.590 -0.29
C -2.218 -0.505 -0.277 -0.06
C -0.878 1.722 0.456 -0.05
O -1.215 1.862 -0.786 -0.07
H 2.497 -0.383 1.497 0.09
H 3.427 0.398 0.187 0.09
H 2.823 -1.271 -0.018 0.09
H 0.121 -0.608 1.163 0.13
H 0.399 -1.493 -0.372 0.14
H -0.681 0.151 -1.665 0.15
H -3.042 0.073 -0.702 0.09
H -2.226 -1.502 -0.735 0.09
H -2.367 -0.593 0.801 0.09
H -0.074 2.473 0.714 0.05
```

Calculated values
LUMO (eV): 0.85
Gap between HOMO and LUMO (eV): 8.341


No. 12
# C2H3NO2S

A single C2H3NO2S molecule at a distorted geometry (wB97M-V/def2-TZVPD, the OMol25 dataset).

Structure (XYZ):
```
9
Properties=species:S:1:pos:R:3:lowdin_charge:R:1
C -0.130 0.220 -0.767 -0.75
C 0.473 0.782 0.561 -0.59
H -1.131 -1.460 -1.504 0.11
H -0.455 -1.653 0.110 0.12
H 1.034 0.096 2.069 0.10
N -0.618 -1.052 -0.720 0.08
O 0.621 -0.261 1.327 0.14
O 0.676 1.929 0.820 0.11
S -0.471 1.399 -1.896 0.67
```

Calculated values
LUMO (eV): -0.29
Gap between HOMO and LUMO (eV): 8.322


Here are the calculated energy relative to the best compared isomer or geometry (same formula, charge and spin) numbers, same order: 149.86; 238.89; 447.48; 97.99; 120.61; 527.97; 0.00; 306.26; 335.51; 245.83; 647.05; 73.38 (kJ/mol).